Entry from OMol25: a molecular structure, C37H79BIN6O25P2 (the ωB97M-V functional and the def2-TZVPD basis).

Atoms and positions in Å:
1 H 6.030 -2.091 -4.203
2 C -0.166 -1.556 -0.346
3 C -3.656 2.013 -3.965
4 H 7.064 -0.650 -4.481
5 O 0.092 3.223 -1.016
6 H 1.715 1.110 -2.126
7 H 0.844 3.426 -1.606
8 O 5.068 -0.442 -5.036
9 P 1.194 -2.848 -0.824
10 O 8.360 0.988 0.487
11 N -1.086 0.106 -1.843
12 H -5.782 -1.675 -0.858
13 C 1.004 -0.381 -3.511
14 C -0.839 -0.883 1.971
15 H -0.945 5.073 -9.495
16 H 0.927 -0.387 3.452
17 H -3.290 2.633 -4.849
18 H 5.134 -0.774 -0.631
19 H -4.640 -6.653 13.165
20 H -4.819 -0.243 1.787
21 C -1.577 4.923 -12.663
22 H -3.499 7.657 -7.750
23 H -1.479 -0.712 -2.298
24 C -3.884 -5.921 13.453
25 N 0.381 -1.437 -3.957
26 O -0.223 -1.793 1.022
27 H -1.047 3.880 1.877
28 C -1.533 1.274 -2.543
29 H 1.365 -5.456 11.865
30 C -2.625 0.813 -3.660
31 H 1.076 4.027 1.092
32 C -3.068 -1.336 3.591
33 C 2.034 -5.147 8.834
34 N 0.121 0.882 0.265
35 H -3.391 5.711 -15.219
36 H 2.216 -0.562 -1.764
37 C -1.349 6.252 -3.618
38 H -2.832 -0.958 -0.253
39 O 6.046 -1.483 -6.800
40 O -1.726 5.266 -11.373
41 H 5.112 -0.092 -8.872
42 C 0.576 -5.033 12.487
43 C -0.935 0.631 1.355
44 H 0.399 -4.004 12.167
45 H -5.898 -1.899 4.723
46 C 6.073 -1.000 -4.187
47 H 0.917 -3.654 4.856
48 H -5.525 0.367 0.221
49 C -2.542 5.205 -14.759
50 H 1.749 -2.634 -2.117
51 O -1.694 5.772 -4.915
52 H -2.167 3.145 0.100
53 H -1.094 -2.083 -0.802
54 H 0.904 -5.062 13.529
55 O -1.244 3.419 2.713
56 C 2.827 -3.100 8.074
57 H 10.155 0.294 -0.307
58 H 3.399 -2.245 8.435
59 H -1.624 5.589 -15.209
60 C -0.727 4.732 -10.507
61 H 3.348 0.059 -8.853
62 H -3.599 0.495 -0.979
63 H -0.453 6.875 -3.662
64 B 0.509 2.314 0.052
65 C 1.285 0.048 -1.978
66 H 1.839 -2.751 7.768
67 H -1.137 5.387 -2.988
68 H 1.351 -7.719 10.671
69 O -2.574 5.487 -13.360
70 P -0.719 1.828 2.871
71 H 1.438 0.268 -4.359
72 H 1.778 -7.767 8.954
73 H 1.034 2.921 3.791
74 H -3.378 3.014 1.442
75 H 0.569 -4.157 -0.860
76 O -0.597 -5.827 12.306
77 C 9.551 1.203 -0.272
78 O 1.529 -5.392 7.766
79 H -2.843 6.491 -8.909
80 H -0.692 1.766 -3.170
81 C -3.325 0.022 0.024
82 O -4.071 -3.592 3.372
83 C -1.657 -5.415 13.019
84 H -0.752 3.640 -10.517
85 H -0.962 1.111 4.916
86 C -2.137 -1.690 2.381
87 O -1.969 7.924 -5.583
88 C -2.925 2.444 0.546
89 O 2.348 -2.933 0.182
90 O 1.267 -2.759 4.640
91 C 0.038 -0.050 -0.955
92 H 2.258 3.389 0.162
93 H -3.010 0.862 2.013
94 H -6.284 -2.431 3.145
95 O -2.681 -6.242 12.757
96 H -2.134 0.542 -4.647
97 H 1.936 -2.388 2.706
98 O 2.009 -5.937 9.918
99 H -3.276 -0.056 -3.273
100 H 10.127 1.982 0.228
101 H 5.977 -2.024 0.348
102 H -0.476 -1.185 4.255
103 C -5.218 -1.827 0.133
104 O -2.286 6.156 -6.970
105 C -4.770 -0.383 0.663
106 H 3.360 -3.540 7.229
107 C -1.982 6.740 -5.802
108 C 5.191 -0.779 -6.331
109 N -1.599 1.314 4.122
110 H -3.810 2.441 -0.191
111 H -3.525 -0.313 3.687
112 H 9.309 1.545 -1.280
113 H -2.802 -2.081 1.525
114 H 4.703 -1.029 1.069
115 H 0.322 -3.403 2.899
116 H 0.035 -1.939 -3.129
117 O -0.701 4.229 -13.113
118 O 4.191 -0.192 -7.008
119 H -1.771 7.727 -8.234
120 C 4.196 -0.464 -8.410
121 C 7.550 0.047 -0.017
122 H -1.707 -2.716 2.716
123 H -4.705 1.639 -4.228
124 H 0.263 5.097 -10.788
125 O 0.828 2.003 3.510
126 O -1.684 -4.469 13.765
127 H 4.077 -1.534 -8.595
128 N 1.539 3.128 0.852
129 C -2.617 7.072 -8.015
130 H -2.640 4.132 -14.938
131 H -4.240 -4.928 13.171
132 O 2.721 -4.037 9.144
133 N -5.674 -1.836 3.721
134 C 5.530 -1.029 0.356
135 H -2.029 2.134 -1.994
136 C 1.305 -7.166 9.733
137 H -5.933 -2.279 0.891
138 H 5.876 -0.663 -3.170
139 H 0.257 -6.977 9.494
140 H -3.773 2.714 -3.077
141 C -2.455 0.976 0.997
142 H -2.569 -1.563 4.605
143 O 6.477 -0.054 0.784
144 H -3.734 -5.986 14.532
145 C 0.091 -1.115 3.270
146 H -4.317 -2.489 -0.104
147 O 7.744 -0.597 -1.016
148 C -4.316 -2.370 3.545
149 C 0.937 -2.514 3.223
150 I 2.118 0.403 0.922
151 H -2.182 6.805 -3.177

Summary:
2S+1	1
calculated total energy	-127119.39981	eV
charge	+1
lowest unoccupied orbital energy	-5.18	eV

Mulliken atomic charge list, values in e, 99 entries:
1. H 0.36
2. C -1.34
3. C -1.06
4. H 0.32
5. O -0.41
6. H 0.09
7. H 0.29
8. O -0.23
9. P 0.21
10. O -0.34
11. N 0.28
12. H 0.37
13. C -0.25
14. C 1.56
15. H 0.01
16. H 0.31
17. H 0.31
18. H 0.10
19. H 0.22
20. H 0.57
21. C 0.73
22. H 0.37
23. H 0.72
24. C -0.62
25. N -0.71
26. O 0.29
27. H 0.37
28. C -0.13
29. H 0.15
30. C -0.53
31. H 0.29
32. C -0.37
33. C 0.78
34. N -0.30
35. H 0.22
36. H 0.32
37. C -0.36
38. H -0.80
39. O -0.52
40. O -0.22
41. H 0.30
42. C -0.57
43. C 0.14
44. H 0.30
45. H 0.28
46. C -0.48
47. H 0.32
48. H 0.45
49. C -0.63
50. H 0.19
51. O -0.19
52. H 0.24
53. H 0.46
54. H 0.33
55. O -0.61
56. C -0.62
57. H 0.29
58. H 0.27
59. H 0.29
60. C -0.45
61. H 0.21
62. H 0.45
63. H 0.34
64. B 0.59
65. C -1.04
66. H 0.27
67. H -0.17
68. H 0.23
69. O -0.31
70. P 1.18
71. H 0.49
72. H 0.35
73. H 0.34
74. H 0.27
75. H 0.15
76. O -0.22
77. C -0.63
78. O -0.56
79. H 0.19
80. H 0.22
81. C 0.32
82. O -0.56
83. C 0.74
84. H 0.31
85. H 0.25
86. C -1.69
87. O -0.53
88. C -1.38
89. O -0.57
90. O -0.45
91. C 1.39
92. H 0.26
93. H 0.45
94. H 0.27
95. O -0.32
96. H 0.51
97. H 0.03
98. O -0.37
99. H 0.28


Entry from OMol25: a gas-phase ion, C5H12NO (charge -1) (the ωB97M-V functional and the def2-TZVPD basis).

Atoms and positions in Å:
1 H 0.959 1.796 -1.482
2 C 1.092 0.580 0.404
3 H 0.939 -2.263 1.337
4 C -0.953 1.915 -0.526
5 H 0.930 0.669 1.450
6 H -0.512 -0.824 -0.827
7 H -0.932 -0.273 0.611
8 O -1.570 2.037 0.707
9 N 0.638 -3.009 -0.638
10 C 0.686 1.887 -0.356
11 C 0.184 -2.244 0.553
12 H 1.257 2.654 0.197
13 H -1.092 2.634 -1.347
14 H -0.867 -2.427 1.022
15 H 0.735 -2.458 -1.500
16 C -0.018 -0.805 0.150
17 H 0.034 -3.809 -0.835
18 H 2.023 0.212 0.033
19 H -1.329 0.855 -1.202

Summary:
2S+1	1
calculated total energy	-8913.98547	eV
charge	-1
structure (SMILES)	NCCCCC[O-]
lowest unoccupied orbital energy	3.98	eV

What are the Mulliken partial charges on each atom? They are as follows, in elementary charge units:
1. H 0.23
2. C -0.74
3. H 0.25
4. C -0.34
5. H 0.35
6. H 0.44
7. H 0.42
8. O -0.86
9. N -0.61
10. C -0.60
11. C -0.31
12. H 0.38
13. H 0.32
14. H 0.20
15. H 0.25
16. C -1.02
17. H 0.22
18. H 0.46
19. H -0.04


So what do the calculations give for energy relative to the best compared isomer or geometry (same formula, charge and spin)? Going down the list: 0.0; 71.0 kcal per mole.
So what do the calculations give for HOMO energy? Going down the list: -11.503; -2.514 eV.